1.
A cluster of 3 separate species, C37H33BrClO10P in total in a non-equilibrium geometry, computed with ωB97M-V with the def2-TZVPD basis set.

```
83
Properties=species:S:1:pos:R:3:forces:R:3
C 9.1113 0.9078 1.7406 0.30 1.39 -1.05
O 7.8338 0.4663 2.2479 1.13 -1.42 -0.54
C 7.7758 -0.9607 2.4367 -0.54 -1.44 0.44
C 6.3290 -1.5948 2.0890 -0.29 -0.08 0.61
C 5.1403 -0.9161 2.9493 1.88 0.10 0.36
O 3.8146 -1.2675 2.4030 -2.07 1.91 1.06
P 2.5949 -0.4761 3.3138 2.09 -1.99 5.37
O 2.9232 -0.6911 4.8103 -1.20 0.85 -4.25
O 1.0741 -1.1671 3.0461 3.68 1.82 -1.60
C 0.7853 -1.3685 1.6261 -2.32 -0.93 -1.11
C -0.7784 -0.9522 1.4231 -0.21 0.30 1.03
C -1.5841 -1.0556 2.8325 0.89 0.33 -0.32
Br -3.5279 -0.6648 2.4955 1.11 -0.29 0.15
O 2.6749 1.1981 3.0170 -1.86 -2.30 -0.95
C 1.3703 1.8018 2.8748 -1.06 1.73 -0.37
C 1.5661 3.3294 2.3591 0.00 2.58 3.24
O 1.4566 4.3143 3.1325 0.65 -4.71 -3.96
Cl 2.0010 3.5062 0.5607 -0.47 -0.21 1.93
H 8.8815 1.7504 0.9830 0.36 -1.27 1.21
H 9.6983 0.1199 1.1630 -0.92 0.73 0.88
H 9.7921 1.3710 2.5289 -0.98 -0.82 -0.70
H 8.0407 -1.2454 3.5270 -0.46 0.60 -1.50
H 8.5249 -1.5509 1.7893 -0.98 1.17 0.75
H 6.1124 -1.5920 0.9636 0.33 0.19 1.65
H 6.3941 -2.6892 2.4554 -0.10 1.61 -0.83
H 5.2713 -1.3217 4.0197 -0.63 0.80 -1.62
H 5.2526 0.2185 2.9517 -0.10 -1.50 -0.02
H 1.4779 -0.8073 0.9159 -0.86 -0.62 1.04
H 0.8306 -2.4879 1.3875 0.33 1.59 0.49
H -0.8526 0.1500 1.0943 -0.06 -1.82 0.20
H -1.3232 -1.6657 0.7151 1.05 1.21 0.65
H -1.2453 -0.2458 3.5697 -0.54 -1.44 -1.10
H -1.5105 -2.0950 3.2924 -0.19 1.53 -0.62
H 0.6890 1.3071 2.1077 1.08 0.42 0.94
H 0.8001 1.9010 3.8697 1.11 -0.23 -1.37
C -0.9891 -8.6958 -1.0422 0.00 0.15 -0.14
C -1.0667 -7.7534 -0.0192 -0.01 0.16 -0.13
C -1.1566 -6.4001 -0.3246 0.02 -0.22 0.13
C -1.1571 -5.9836 -1.6561 0.04 -0.31 0.17
C -1.0549 -6.9259 -2.6798 -0.01 -0.20 0.31
C -0.9824 -8.2846 -2.3702 0.01 -0.12 0.20
C -1.0046 -6.4943 -4.0956 0.06 -0.66 -0.70
O -0.9190 -7.3169 -4.9905 -0.02 0.22 0.23
C -1.0512 -5.0475 -4.4059 0.02 0.35 -0.19
C -0.9471 -4.6222 -5.7308 0.00 0.22 -0.13
C -1.0032 -3.2657 -6.0329 -0.01 -0.18 0.15
C -1.1728 -2.3301 -5.0147 0.00 -0.14 0.14
C -1.2714 -2.7493 -3.6930 0.03 0.13 -0.20
C -1.2010 -4.1088 -3.3850 0.00 0.22 -0.29
C -1.2713 -4.5420 -1.9716 -0.11 0.59 0.65
O -1.4153 -3.7229 -1.0790 0.09 -0.14 -0.15
H -0.9281 -9.7526 -0.8031 -0.01 0.11 -0.04
H -1.0591 -8.0745 1.0172 -0.01 0.04 -0.11
H -1.2221 -5.6709 0.4765 -0.03 0.02 -0.22
H -0.9163 -9.0231 -3.1625 0.00 0.23 -0.01
H -0.8180 -5.3458 -6.5293 -0.04 -0.03 0.23
H -0.9168 -2.9370 -7.0635 -0.01 -0.05 0.11
H -1.2237 -1.2724 -5.2518 0.00 -0.11 0.04
H -1.3986 -2.0154 -2.9037 0.02 -0.22 0.00
C -6.8325 5.5892 -2.6275 0.13 0.02 0.15
C -5.8228 5.3573 -3.5589 0.15 0.00 0.16
C -4.4973 5.2851 -3.1457 -0.21 0.00 -0.16
C -4.1757 5.4568 -1.7991 -0.33 0.03 -0.18
C -5.1847 5.7133 -0.8701 -0.17 -0.05 -0.34
C -6.5158 5.7677 -1.2856 -0.11 -0.01 -0.21
C -4.8528 5.9465 0.5548 -0.67 0.17 0.66
O -5.7342 6.1663 1.3673 0.22 -0.05 -0.22
C -3.4335 5.9163 0.9738 0.34 0.04 0.22
C -3.0980 6.1891 2.3027 0.26 -0.01 0.14
C -1.7664 6.1478 2.7068 -0.31 -0.02 -0.17
C -0.7706 5.8276 1.7870 -0.02 0.15 0.07
C -1.1002 5.5629 0.4710 0.08 -0.04 -0.15
C -2.4298 5.6135 0.0533 0.08 0.04 0.33
C -2.7630 5.3604 -1.3661 0.71 -0.20 -0.62
O -1.8877 5.0825 -2.1687 -0.24 0.06 0.21
H -7.8678 5.6363 -2.9495 0.10 0.00 0.05
H -6.0699 5.2306 -4.6079 0.03 0.00 0.11
H -3.7155 5.0991 -3.8751 0.01 0.02 0.23
H -7.3061 5.9534 -0.5656 0.23 0.00 0.03
H -3.8712 6.4365 3.0229 -0.02 -0.07 -0.23
H -1.5056 6.3634 3.7380 -0.03 -0.02 -0.11
H 0.2664 5.7881 2.0970 -0.20 0.11 -0.05
H -0.3135 5.3186 -0.2353 -0.23 0.04 -0.05
```
Forces are in eV/Å.

Calculated values
Frontier orbital gap, hartree: 0.312
E_HOMO, eV: -9.72
LUMO level, eV: -1.231
2S+1: 1



2.
A structure of composition C37H33ClN3O4P2Pd in a non-equilibrium geometry, computed with ωB97M-V with the def2-TZVPD basis set.

```
81
Properties=species:S:1:pos:R:3:forces:R:3
Pd -0.8215 -0.3146 0.3516 -0.33 2.01 0.17
O -1.7802 -3.5538 5.2253 0.00 -0.04 0.09
C -1.4384 -2.3383 5.5682 -0.02 0.06 0.08
O -1.4728 -1.9410 6.7052 0.01 0.01 -0.05
C -0.9854 -1.4034 4.4716 0.07 -0.06 0.07
C -0.6310 -0.0889 4.6985 -0.17 0.16 0.00
Cl -0.7846 0.8153 6.1232 -0.01 -0.02 -0.02
N -0.2490 0.4757 3.5232 -0.06 -0.06 -0.16
N -0.3713 -0.4414 2.5177 0.04 -0.02 0.19
C -0.7999 -1.5690 3.0849 0.01 -0.07 -0.06
C -0.9982 -2.8089 2.2070 0.19 0.31 0.01
O -1.4530 -3.8227 2.7425 0.01 -0.06 -0.15
O -0.6577 -2.6509 1.0096 -0.21 -0.24 -0.02
C 0.3715 1.7509 3.3225 0.10 0.02 0.06
C 0.2031 2.4310 2.1267 -0.06 0.08 0.10
C 0.8188 3.6581 1.9293 0.02 -0.05 -0.05
C 1.6083 4.2150 2.9214 -0.01 0.01 -0.02
C 1.8022 3.5152 4.1021 0.01 0.00 0.05
C 1.1975 2.2847 4.3065 0.17 -0.06 -0.10
H -1.6646 -3.7202 4.2372 -0.04 -0.01 -0.05
H -0.3812 1.9875 1.3406 -0.04 -0.03 -0.11
H 0.6857 4.1725 0.9870 -0.02 0.03 -0.01
H 2.0776 5.1777 2.7704 0.01 -0.02 0.01
H 2.4412 3.9200 4.8763 -0.02 -0.01 -0.02
H 1.4039 1.7411 5.2141 -0.02 -0.01 -0.01
C 1.0183 -2.0876 -1.5722 0.11 0.22 0.06
C -0.4686 -2.2817 -1.8945 0.00 -0.03 -0.27
P -1.3576 -0.6795 -1.8594 0.10 -0.59 -0.04
C -3.1364 -1.0322 -1.8849 -0.24 0.37 0.21
C -3.7018 -1.4370 -0.6690 0.37 0.14 -0.13
C -5.0605 -1.6646 -0.5497 0.05 -0.06 0.02
C -5.8792 -1.4671 -1.6532 -0.03 0.01 -0.06
C -5.3388 -1.0270 -2.8542 -0.04 -0.04 0.02
C -3.9754 -0.7994 -2.9755 0.04 -0.08 0.04
C -0.9864 0.0590 -3.4820 0.11 -0.16 -0.01
C -1.2111 -0.7928 -4.5735 0.15 0.03 -0.01
C -0.9276 -0.3743 -5.8617 0.00 0.02 -0.01
C -0.4081 0.8961 -6.0828 -0.02 -0.03 0.02
C -0.1844 1.7430 -5.0105 -0.01 0.01 0.01
C -0.4746 1.3270 -3.7176 -0.23 0.17 0.10
P 1.2097 -0.6828 -0.3891 0.48 -0.47 -0.34
C 1.8997 0.7286 -1.3070 0.18 -0.05 0.08
C 3.1328 0.5577 -1.9430 -0.04 -0.03 -0.07
C 3.7412 1.6192 -2.5886 0.00 -0.01 0.03
C 3.1465 2.8764 -2.5689 0.03 -0.01 -0.01
C 1.9416 3.0620 -1.9129 -0.03 0.00 0.02
C 1.3150 1.9874 -1.2923 0.24 0.02 0.14
C 2.5399 -1.0322 0.7787 -0.06 -0.33 0.03
C 3.2975 -2.1975 0.6798 -0.02 0.00 0.07
C 4.3741 -2.4017 1.5330 -0.02 0.03 0.02
C 4.6904 -1.4518 2.4911 0.01 -0.02 -0.01
C 3.9324 -0.2922 2.5975 -0.03 0.01 0.02
C 2.8633 -0.0809 1.7452 0.00 0.08 -0.03
H 1.6267 -1.8461 -2.4463 -0.12 -0.08 -0.10
H 1.3861 -3.0193 -1.1492 0.08 0.08 0.14
H -0.9280 -2.8572 -1.0913 0.03 -0.10 0.01
H -0.5787 -2.8235 -2.8322 -0.13 0.05 -0.05
H -3.0285 -1.5125 0.1784 -0.25 -0.43 0.14
H -5.4748 -1.9934 0.3943 -0.01 0.01 -0.02
H -6.9444 -1.6424 -1.5750 0.02 0.00 0.00
H -5.9860 -0.8539 -3.7039 0.02 0.00 0.00
H -3.5825 -0.4446 -3.9170 0.02 0.03 0.00
H -1.6091 -1.7885 -4.4242 0.00 0.01 0.00
H -1.1080 -1.0423 -6.6938 0.00 0.01 0.01
H -0.1856 1.2219 -7.0904 0.01 -0.01 0.02
H 0.2184 2.7344 -5.1727 -0.01 -0.01 0.00
H -0.3049 2.0108 -2.9005 -0.10 -0.08 -0.10
H 3.6265 -0.4079 -1.9304 -0.01 0.00 0.01
H 4.6885 1.4721 -3.0901 -0.01 0.01 0.00
H 3.6327 3.7093 -3.0600 -0.01 0.00 0.01
H 1.4778 4.0412 -1.8951 0.02 -0.02 0.01
H 0.3636 2.1311 -0.8013 -0.08 -0.01 0.10
H 3.0661 -2.9574 -0.0527 -0.01 0.01 0.00
H 4.9583 -3.3086 1.4499 -0.01 0.02 0.00
H 5.5294 -1.6124 3.1551 -0.01 0.00 0.01
H 4.1747 0.4511 3.3466 0.00 -0.01 -0.02
H 2.2906 0.8343 1.8292 0.00 0.01 -0.05
N -2.6269 1.0809 0.9046 -0.19 -0.70 0.08
H -3.2468 1.2443 0.1174 0.03 0.05 -0.03
H -2.3499 1.9784 1.2874 0.02 0.02 -0.07
H -3.1978 0.6345 1.6182 -0.02 0.01 0.02
```
Forces are in eV/Å.

Calculated values
Frontier orbital gap, hartree: 0.280
E_HOMO, eV: -11.42
LUMO level, eV: -3.792
Net charge: +1
2S+1: 1



3.
A structure of composition C37H33N5S4Tb, computed with ωB97M-V with the def2-TZVPD basis set.

```
80
Properties=species:S:1:pos:R:3:forces:R:3
Tb 0.0167 0.0489 0.3580 -0.21 -0.09 -0.40
S 2.7005 -0.6021 0.7989 0.02 0.13 0.07
C 3.2915 0.3686 2.1393 0.05 -0.02 -0.03
C 4.6793 0.4358 2.3476 0.01 -0.04 -0.02
C 5.2300 1.1554 3.3900 -0.02 0.01 0.00
C 4.4191 1.8590 4.2768 -0.01 -0.02 -0.03
C 3.0513 1.8249 4.0914 0.00 -0.02 -0.03
C 2.4915 1.0870 3.0438 0.06 0.02 0.07
S 0.7241 1.1397 2.8991 0.08 0.01 -0.08
C 0.1879 -0.3003 3.8714 0.00 -0.08 0.03
C 0.6835 -1.6202 3.3512 -0.02 0.07 0.03
C 1.4923 -2.3969 4.1619 0.00 -0.01 0.03
C 1.9538 -3.6110 3.6866 0.02 -0.02 0.02
C 1.5838 -4.0042 2.4172 0.00 -0.02 0.01
C 0.7764 -3.1681 1.6575 -0.04 -0.04 -0.03
C 0.4035 -3.6671 0.2783 0.01 -0.03 0.02
S 0.2161 -2.4351 -1.0454 0.00 0.17 0.17
C -1.5575 -2.2044 -1.0114 0.04 -0.03 0.22
C -2.1999 -1.4970 -3.3299 -0.05 -0.05 0.01
C -3.3225 -0.4782 -3.2667 0.09 0.00 -0.04
C -3.7805 0.1446 -2.1746 -0.01 0.08 0.23
C -3.3776 0.2392 -0.7577 0.08 0.13 -0.17
C -2.7584 -0.4484 0.2327 0.12 -0.12 0.04
S -2.4223 0.3081 1.7858 0.02 -0.04 -0.05
N 0.3318 -1.9924 2.1093 0.07 -0.03 -0.08
H 5.3216 -0.1024 1.6624 -0.01 0.00 0.01
H 6.3059 1.1731 3.5118 -0.01 0.00 0.00
H 4.8484 2.4276 5.0901 -0.01 0.00 -0.01
H 2.3962 2.3757 4.7557 -0.01 -0.01 -0.01
H -0.9003 -0.2623 3.8412 -0.01 -0.01 0.02
H 0.5253 -0.1441 4.8939 0.00 0.00 0.00
H 1.7644 -2.0413 5.1461 0.00 -0.01 -0.01
H 2.6000 -4.2336 4.2913 0.00 0.01 0.00
H 1.9347 -4.9389 2.0009 -0.01 0.01 0.01
H -0.5312 -4.2272 0.3093 -0.01 0.00 0.02
H 1.1772 -4.3506 -0.0682 0.03 0.03 -0.01
H -2.3579 -2.1060 -4.2247 0.01 -0.03 0.01
H -3.8268 -0.2608 -4.2027 0.00 -0.02 0.00
H -4.5986 0.8308 -2.3768 0.01 0.01 0.04
H -3.6765 1.2053 -0.3610 -0.05 0.01 -0.04
C -0.9316 1.5041 -2.9356 0.00 0.00 0.05
N -0.3046 0.2043 -2.5894 0.04 -0.10 -0.02
C -0.8044 -0.8723 -3.5179 0.02 0.08 0.03
C -2.4175 -2.2775 -2.0510 -0.15 0.12 -0.16
C -3.7342 -2.8045 -1.7853 0.07 0.05 -0.11
C -4.1510 -3.4680 -0.6786 0.06 -0.04 0.13
C -3.4985 -3.5829 0.6028 -0.06 -0.03 -0.02
C -2.5600 -2.7424 1.0721 0.01 0.04 -0.05
N -2.0903 -1.7259 0.1913 -0.03 0.06 0.09
C 1.1434 0.2931 -2.9106 0.01 0.00 -0.02
C 1.8839 1.4079 -2.2237 0.07 -0.01 -0.10
C 2.8765 2.0989 -2.9083 -0.04 0.02 0.01
C 3.6067 3.0629 -2.2392 0.02 0.04 0.00
C 3.3118 3.3217 -0.9084 0.03 0.03 -0.01
C 2.3081 2.5928 -0.3069 -0.08 0.03 -0.04
N 1.6096 1.6502 -0.9465 0.06 -0.12 0.17
C -1.4023 2.3984 -1.8068 0.07 -0.01 -0.06
C -2.2305 3.4666 -2.1348 -0.01 0.01 0.01
C -2.6229 4.3533 -1.1482 -0.01 0.00 0.01
C -2.1400 4.1827 0.1432 0.10 0.09 -0.26
C -1.3059 3.1111 0.3754 -0.25 -0.14 0.19
N -0.9858 2.2043 -0.5563 -0.03 0.04 0.06
H -1.7885 1.3291 -3.5774 -0.05 -0.02 -0.03
H -0.2240 2.0911 -3.5343 -0.02 0.04 0.02
H -0.0737 -1.6794 -3.4909 0.02 -0.01 0.00
H -0.7601 -0.4689 -4.5381 -0.05 0.01 0.00
H -4.4266 -2.7711 -2.6201 0.02 0.00 0.01
H -5.1113 -3.9644 -0.7517 0.00 0.00 0.02
H -3.8740 -4.3337 1.2886 -0.01 -0.01 -0.04
H -2.1884 -2.7513 2.0872 0.01 -0.01 0.00
H 1.2680 0.4244 -3.9935 0.00 -0.02 -0.01
H 1.6203 -0.6560 -2.6531 -0.01 0.00 0.07
H 3.0676 1.8759 -3.9496 0.01 0.00 0.01
H 4.3884 3.6098 -2.7494 0.00 0.00 0.01
H 3.8496 4.0686 -0.3420 0.01 -0.01 -0.01
H 2.0597 2.7609 0.7349 0.00 -0.02 0.01
H -2.5691 3.5848 -3.1565 0.00 0.01 0.02
H -3.2879 5.1738 -1.3848 0.00 -0.01 0.00
H -2.3974 4.8589 0.9452 0.01 0.00 -0.01
H -0.9096 2.9377 1.3680 -0.05 -0.03 0.02
```
Forces are in eV/Å.

Calculated values
Frontier orbital gap (spin up / spin down), hartree: 0.251 / 0.252
E_HOMO (spin up / spin down), eV: -9.55 / -9.56
LUMO level (spin up / spin down), eV: -2.716 / -2.704
Energy above the lowest of the compared OMol25 structures with the same formula, charge and spin, eV: 4.019
Net charge: +1
⟨S²⟩: 12.68
2S+1: 7



Number 1: E_tot -5557.70119 Ha. Number 2: E_tot -3165.64589 Ha. Number 3: E_tot -4120.58223 Ha.